Computed, not measured: a 8-piece molecular cluster, C31H56N4O9 overall at a distorted geometry, with ωB97M-V/def2-TZVPD.

Structure (ORCA input):
```
! wB97M-V def2-TZVPD RIJCOSX def2/J DEFGRID3
* xyz 0 1
C 2.90 -0.79 1.39
C 3.07 0.68 1.61
O 4.08 1.14 0.69
C 4.28 2.46 0.55
C 5.49 2.71 -0.29
O 3.57 3.30 1.03
H 2.41 -1.23 2.27
H 3.86 -1.33 1.48
H 2.41 -1.07 0.47
H 2.17 1.26 1.45
H 3.41 0.91 2.63
H 5.43 3.53 -1.00
H 5.74 1.83 -0.89
H 6.43 2.76 0.28
C 0.41 -7.37 5.96
C -0.71 -6.71 5.19
O -0.13 -5.85 4.21
C -0.86 -4.79 3.82
C -0.06 -3.89 2.92
O -2.00 -4.61 4.17
H 1.21 -7.67 5.27
H 0.14 -8.25 6.53
H 0.96 -6.67 6.60
H -1.31 -7.46 4.67
H -1.38 -6.15 5.83
H 0.62 -4.51 2.34
H 0.54 -3.25 3.57
H -0.66 -3.30 2.24
C 4.69 -4.59 0.98
C 4.95 -4.43 -0.51
O 4.31 -3.24 -0.98
C 4.03 -3.17 -2.29
C 3.42 -1.84 -2.65
O 4.19 -4.07 -3.07
H 4.36 -5.61 1.19
H 3.83 -4.00 1.31
H 5.57 -4.35 1.57
H 6.01 -4.39 -0.75
H 4.54 -5.29 -1.02
H 3.89 -1.53 -3.58
H 3.57 -1.05 -1.91
H 2.37 -1.99 -2.89
O -1.55 2.15 3.48
C -1.83 3.18 3.99
O -1.43 4.40 3.54
C -1.78 5.38 4.52
C -2.92 4.70 5.27
O -2.59 3.31 5.11
H -0.95 5.65 5.16
H -2.11 6.26 3.97
H -3.90 4.85 4.82
H -2.91 5.00 6.32
C 0.72 1.03 -2.21
C 0.63 1.93 -0.97
C -0.49 1.51 -0.01
C -0.39 0.17 0.53
N -0.37 -0.90 0.92
H 1.50 1.40 -2.88
H -0.24 1.09 -2.73
H 0.97 -0.01 -1.99
H 0.49 2.97 -1.28
H 1.58 1.83 -0.44
H -1.42 1.49 -0.60
H -0.66 2.25 0.77
C -8.94 0.90 -1.73
C -7.66 1.36 -1.04
C -6.54 0.36 -1.28
C -5.23 0.76 -0.78
N -4.22 1.05 -0.31
H -8.81 0.96 -2.82
H -9.74 1.61 -1.53
H -9.28 -0.11 -1.50
H -7.86 1.44 0.03
H -7.38 2.33 -1.44
H -6.48 -0.03 -2.30
H -6.71 -0.53 -0.65
C -3.11 -1.03 -4.38
C -2.63 -1.13 -2.95
C -2.85 -2.48 -2.26
C -4.27 -2.73 -2.05
N -5.40 -2.90 -1.93
H -2.36 -1.39 -5.10
H -3.34 -0.02 -4.71
H -4.01 -1.64 -4.52
H -3.20 -0.42 -2.33
H -1.61 -0.79 -2.79
H -2.34 -2.50 -1.29
H -2.47 -3.31 -2.86
C 3.35 4.05 -3.89
C 3.09 5.50 -4.33
C 2.87 6.42 -3.13
C 1.52 6.37 -2.61
N 0.44 6.29 -2.20
H 4.27 3.81 -3.36
H 3.32 3.44 -4.79
H 2.55 3.73 -3.21
H 2.29 5.48 -5.06
H 3.98 5.83 -4.88
H 3.16 7.45 -3.36
H 3.55 6.07 -2.35
*
```

**E_tot**: -2110.9830 Eh
**Molar mass**: 628.808 g mol⁻¹
**SMILES string**: CCOC(C)=O.CCOC(C)=O.CCOC(C)=O.O=C1OCCO1.CCCC#N.CCCC#N.CCCC#N.CCCC#N
**Relative energy (zero: lowest compared OMol25 entry of this formula, charge and spin)**: 0.0 kJ/mol
**Orbital gap**: 10.44 eV


Computed, not measured: C55H72GeKN6O4 as an isolated structure at a distorted geometry, with ωB97M-V/def2-TZVPD.

Structure (ORCA input):
```
! wB97M-V def2-TZVPD RIJCOSX def2/J DEFGRID3
* xyz -1 1
K 0.45 0.94 0.44
C 2.95 0.47 2.67
N 2.96 1.92 2.81
C 3.12 2.38 4.18
C 1.85 2.94 4.82
C 0.77 1.90 5.11
N -0.02 1.50 3.95
C -0.97 2.29 3.64
C -1.93 2.21 2.54
C -2.81 3.30 2.37
C -3.77 3.34 1.39
C -3.90 2.23 0.53
C -3.07 1.14 0.67
C -2.05 1.06 1.68
O -1.31 0.03 1.78
C 3.85 2.58 1.87
C 3.45 4.02 1.59
C 2.02 4.13 1.03
N 1.84 3.11 0.01
C 1.88 3.45 -1.22
C 1.85 2.50 -2.33
C 1.68 3.00 -3.63
C 1.60 2.19 -4.74
C 1.71 0.80 -4.55
C 1.90 0.26 -3.30
C 2.00 1.07 -2.11
O 2.21 0.55 -0.97
H 3.89 0.00 2.99
H 2.77 0.21 1.62
H 2.13 0.06 3.27
H 3.89 3.16 4.21
H 3.50 1.56 4.81
H 1.43 3.70 4.14
H 2.11 3.43 5.75
H 0.12 2.29 5.91
H 1.26 1.01 5.52
H -1.13 3.19 4.27
H -2.71 4.14 3.06
H -4.42 4.20 1.28
H -4.65 2.24 -0.25
H -3.16 0.29 0.00
H 3.80 2.02 0.92
H 4.90 2.55 2.21
H 4.15 4.43 0.86
H 3.52 4.64 2.49
H 1.85 5.15 0.65
H 1.31 3.93 1.84
H 1.95 4.51 -1.50
H 1.59 4.08 -3.75
H 1.47 2.61 -5.74
H 1.64 0.13 -5.41
H 1.98 -0.82 -3.16
C -1.12 -2.23 -6.03
C -2.01 -2.65 -4.86
C -3.48 -2.38 -5.20
C -1.84 -4.15 -4.63
C -1.62 -1.84 -3.62
C -1.14 -2.42 -2.46
C -0.77 -1.60 -1.40
N -0.87 -0.28 -1.44
C -1.33 0.30 -2.55
C -1.72 -0.45 -3.65
C -1.42 1.80 -2.52
C -1.77 2.54 -3.63
C -1.86 3.93 -3.56
C -1.59 4.51 -2.32
C -1.24 3.70 -1.26
N -1.15 2.38 -1.34
C -2.26 4.73 -4.79
C -2.20 6.24 -4.54
C -1.31 4.39 -5.95
C -3.70 4.36 -5.18
H -1.35 -2.83 -6.92
H -0.06 -2.38 -5.78
H -1.26 -1.17 -6.28
H -3.77 -2.95 -6.09
H -3.66 -1.32 -5.41
H -4.14 -2.67 -4.38
H -2.11 -4.69 -5.54
H -2.48 -4.51 -3.82
H -0.80 -4.40 -4.38
H -1.00 -3.49 -2.36
H -0.39 -2.03 -0.47
H -2.09 0.04 -4.54
H -1.95 2.05 -4.58
H -1.63 5.58 -2.18
H -1.03 4.13 -0.28
H -1.18 6.55 -4.27
H -2.88 6.54 -3.74
H -2.48 6.77 -5.45
H -0.27 4.55 -5.66
H -1.53 5.02 -6.82
H -1.41 3.34 -6.26
H -4.39 4.60 -4.37
H -3.79 3.29 -5.39
H -4.00 4.91 -6.08
C -2.23 -1.29 5.17
C -1.42 -1.58 6.44
C -0.30 -2.60 6.21
C 0.69 -2.10 5.16
Ge 0.25 -2.33 3.28
C -0.99 -3.73 2.76
C -1.16 -4.93 3.69
C -1.80 -6.11 2.96
C -0.78 -6.91 2.15
H -3.03 -0.57 5.36
H -2.70 -2.21 4.78
H -1.61 -0.86 4.37
H -2.08 -1.95 7.23
H -0.99 -0.64 6.80
H -0.74 -3.55 5.92
H 0.22 -2.77 7.16
H 1.67 -2.58 5.26
H 0.85 -1.03 5.29
H 0.22 -1.03 2.52
H -0.59 -4.05 1.80
H -1.95 -3.24 2.55
H -1.77 -4.65 4.56
H -0.18 -5.25 4.08
H -2.58 -5.73 2.28
H -2.30 -6.77 3.67
H -0.21 -6.25 1.48
H -1.26 -7.67 1.54
H -0.07 -7.40 2.81
O 1.96 -3.07 2.81
C 2.20 -3.48 1.61
N 1.33 -3.51 0.63
C 2.00 -4.04 -0.49
O 1.50 -4.29 -1.55
C 3.45 -4.30 -0.12
C 4.52 -4.79 -0.82
C 5.73 -4.94 -0.14
C 5.84 -4.61 1.21
C 4.74 -4.10 1.91
C 3.56 -3.96 1.21
H 4.43 -5.04 -1.88
H 6.60 -5.32 -0.67
H 6.78 -4.75 1.72
H 4.81 -3.83 2.96
*
```

**E_tot**: -5445.5012 Eh
**Molar mass**: 992.927 g mol⁻¹
**Relative energy (zero: lowest compared OMol25 entry of this formula, charge and spin)**: 96.1 kJ/mol
**Orbital gap**: 6.14 eV


Computed, not measured: an isolated ion of composition C4H11N2O and charge +1 at a distorted geometry, with ωB97M-V/def2-TZVPD.

Structure (ORCA input):
```
! wB97M-V def2-TZVPD RIJCOSX def2/J DEFGRID3
* xyz 1 1
C -1.24 -1.85 0.78
C -1.72 -0.48 0.41
N -0.62 0.52 0.15
C 0.77 0.00 -0.05
C 1.63 1.28 -0.32
N 2.33 1.32 -1.46
O 1.30 2.20 0.40
H -0.66 -2.31 -0.02
H -2.11 -2.44 1.08
H -0.59 -1.91 1.65
H -2.40 -0.42 -0.44
H -2.32 -0.15 1.27
H -0.77 1.26 -0.53
H -0.40 1.08 1.00
H 0.94 -0.74 -0.83
H 1.16 -0.51 0.82
H 1.86 0.97 -2.29
H 2.84 2.18 -1.61
*
```

**E_tot**: -343.5054 Eh
**Molar mass**: 103.145 g mol⁻¹
**SMILES string**: CC[NH2+]CC(N)=O
**Relative energy (zero: lowest compared OMol25 entry of this formula, charge and spin)**: 154.2 kJ/mol
**Orbital gap**: 11.38 eV


Computed, not measured: a 3-piece molecular cluster, C35H75N9O5P2S overall at a distorted geometry, with ωB97M-V/def2-TZVPD.

Structure (ORCA input):
```
! wB97M-V def2-TZVPD RIJCOSX def2/J DEFGRID3
* xyz 0 1
H -4.10 -4.65 -7.76
N -3.83 -3.68 -7.93
C -2.64 -3.50 -7.53
C -1.78 -4.59 -6.89
C -1.40 -4.13 -5.43
C -2.78 -4.00 -4.74
C -2.73 -4.63 -3.33
C -3.61 -3.92 -2.30
O -2.09 -3.89 -2.37
C -0.42 -5.24 -4.98
C -0.84 -6.71 -4.90
C 0.34 -7.62 -5.30
C 1.33 -7.79 -4.12
N 0.39 -4.70 -3.88
C 0.29 -3.30 -3.99
O 0.69 -2.57 -3.11
C -0.44 -2.90 -5.34
C -1.04 -1.51 -5.13
C -0.03 -0.37 -4.95
C -0.57 0.80 -4.09
C 0.16 0.97 -2.75
C 1.44 1.81 -2.83
C 2.72 1.06 -3.28
C 2.93 -0.32 -2.63
C 4.39 -0.58 -2.23
C 5.35 -0.40 -3.42
O 4.83 -1.02 -4.58
C 5.81 -1.63 -5.39
N 0.70 -2.88 -6.31
C 0.54 -2.43 -7.44
S 0.33 -2.02 -8.93
H -2.26 -2.49 -7.63
H -0.89 -4.78 -7.50
H -2.44 -5.46 -6.86
H -3.07 -2.98 -4.51
H -3.56 -4.57 -5.24
H -2.69 -5.71 -3.26
H -3.68 -2.85 -2.27
H -3.76 -4.56 -1.44
H 0.33 -5.26 -5.79
H -1.07 -7.00 -3.87
H -1.73 -6.94 -5.49
H 0.85 -7.25 -6.20
H -0.01 -8.62 -5.54
H 0.85 -7.58 -3.16
H 2.19 -7.13 -4.20
H 1.68 -8.83 -4.06
H 0.14 -5.05 -2.96
H -1.73 -1.22 -5.93
H -1.66 -1.55 -4.23
H 0.95 -0.70 -4.59
H 0.17 0.04 -5.95
H -0.46 1.72 -4.67
H -1.64 0.66 -3.96
H -0.53 1.51 -2.08
H 0.31 -0.03 -2.32
H 1.64 2.22 -1.84
H 1.31 2.68 -3.49
H 3.57 1.71 -3.08
H 2.68 0.92 -4.36
H 2.32 -0.47 -1.73
H 2.70 -1.07 -3.38
H 4.45 -1.64 -1.95
H 4.71 0.04 -1.39
H 6.32 -0.84 -3.14
H 5.49 0.68 -3.57
H 6.82 -1.26 -5.20
H 5.57 -1.45 -6.44
H 5.80 -2.72 -5.24
C 2.40 5.26 2.66
N 1.64 5.26 1.42
C 2.16 6.29 0.53
P -0.06 5.06 1.25
O -0.07 4.34 -0.08
N -0.68 3.71 2.20
C 0.15 2.99 3.17
C -1.33 2.66 1.40
N -0.51 6.24 2.47
C -0.64 5.99 3.89
C -1.79 6.85 2.03
H 2.27 6.19 3.24
H 3.46 5.18 2.43
H 2.17 4.41 3.29
H 1.84 7.30 0.83
H 1.81 6.11 -0.49
H 3.25 6.27 0.50
H 1.02 2.52 2.70
H -0.45 2.20 3.64
H 0.48 3.59 4.00
H -0.60 2.02 0.89
H -1.99 3.08 0.64
H -1.94 2.03 2.04
H -1.44 5.27 4.13
H -0.89 6.93 4.38
H 0.28 5.67 4.36
H -2.61 6.13 2.04
H -1.69 7.23 1.00
H -2.06 7.70 2.66
C -0.56 -0.79 7.94
N -0.03 0.52 7.64
C 1.42 0.51 7.79
P -0.71 2.04 8.07
O -0.28 2.84 6.87
N -2.44 2.13 7.73
C -3.22 0.97 7.32
C -2.81 3.20 6.78
N -0.96 1.66 9.76
C -2.13 1.00 10.32
C -0.78 2.92 10.53
H -0.43 -1.07 9.00
H -0.05 -1.54 7.35
H -1.61 -0.88 7.68
H 1.72 0.53 8.84
H 1.86 1.38 7.29
H 1.85 -0.38 7.32
H -2.86 0.54 6.38
H -4.27 1.27 7.17
H -3.28 0.19 8.07
H -2.59 2.92 5.75
H -2.30 4.13 7.00
H -3.88 3.40 6.85
H -3.05 1.59 10.20
H -1.96 0.87 11.39
H -2.28 0.00 9.94
H -1.57 3.65 10.30
H 0.18 3.38 10.28
H -0.78 2.74 11.60
*
```

**E_tot**: -3328.2334 Eh
**Molar mass**: 796.058 g mol⁻¹
**SMILES string**: [H]/N=C\C[C@@]1(C[C@@H]2CO2)[C@H](CCC)NC(=O)[C@@]1(CCCCCCCCCOC)N=C=S.CN(C)P(=O)(N(C)C)N(C)C.CN(C)P(=O)(N(C)C)N(C)C
**Orbital gap**: 8.25 eV


Computed, not measured: an isolated molecule of C7H17FOSi at a distorted geometry, with ωB97M-V/def2-TZVPD.

Structure (ORCA input):
```
! wB97M-V def2-TZVPD RIJCOSX def2/J DEFGRID3
* xyz 0 1
C 0.26 2.78 -0.52
C 1.04 1.99 0.51
Si 1.00 0.16 0.18
F 1.93 0.00 -1.12
C 1.79 -0.78 1.64
C 0.83 -0.95 2.83
O -0.54 -0.42 -0.01
C -1.07 -0.70 -1.30
C -0.75 -2.17 -1.69
C -2.58 -0.26 -1.40
H -0.81 2.61 -0.34
H 0.43 3.87 -0.45
H 0.48 2.44 -1.54
H 0.61 2.10 1.50
H 2.07 2.36 0.64
H 2.20 -1.70 1.21
H 2.64 -0.20 1.95
H 1.25 -1.58 3.61
H -0.10 -1.42 2.53
H 0.63 0.05 3.24
H -0.47 -0.04 -1.97
H -1.35 -2.88 -1.11
H 0.28 -2.40 -1.44
H -0.95 -2.38 -2.73
H -3.16 -0.84 -0.70
H -2.99 -0.46 -2.39
H -2.66 0.80 -1.13
*
```

**E_tot**: -741.6325 Eh
**Molar mass**: 164.296 g mol⁻¹
**SMILES string**: CC[Si](F)(CC)OC(C)C
**Orbital gap**: 10.60 eV


Computed, not measured: a 3-piece molecular cluster, C4H14N2O overall at a distorted geometry, with ωB97M-V/def2-TZVPD.

Structure (ORCA input):
```
! wB97M-V def2-TZVPD RIJCOSX def2/J DEFGRID3
* xyz 0 1
C -0.16 -0.36 -2.23
N 1.26 -0.46 -1.97
C -0.24 1.27 1.66
C 0.25 -0.21 1.33
C -0.87 -1.25 1.36
N -1.91 -0.83 0.50
H -0.31 0.70 -2.50
H -0.53 -0.98 -3.06
H -0.80 -0.61 -1.37
H 1.47 0.31 -1.30
H 0.61 1.81 2.11
H -1.14 1.17 2.27
H 1.02 -0.57 2.05
H 0.65 -0.19 0.32
H -1.23 -1.28 2.41
H -0.47 -2.32 1.12
H -2.75 -1.40 0.58
H -0.58 1.71 0.72
H 2.42 2.12 -0.66
H 1.67 -0.21 -2.85
O 1.63 1.58 -0.47
*
```

**E_tot**: -345.2507 Eh
**Molar mass**: 106.169 g mol⁻¹
**Relative energy (zero: lowest compared OMol25 entry of this formula, charge and spin)**: 854.7 kJ/mol
**Orbital gap**: 3.47 eV


Computed, not measured: H22O11 as an isolated structure at a distorted geometry, with ωB97M-V/def2-TZVPD.

Structure (ORCA input):
```
! wB97M-V def2-TZVPD RIJCOSX def2/J DEFGRID3
* xyz 0 1
O 2.53 -9.27 -16.23
H 2.18 -9.38 -17.11
H 1.93 -8.66 -15.80
O 1.64 -7.24 -14.13
H 0.85 -7.59 -14.55
H 1.49 -7.36 -13.20
O 3.58 -7.15 -17.14
H 2.63 -7.11 -17.04
H 3.91 -7.33 -16.26
O 0.69 -9.32 -18.03
H 0.62 -8.76 -17.26
H 1.25 -8.82 -18.63
O 1.66 -7.05 -16.43
H 1.58 -7.01 -15.47
H 0.86 -6.63 -16.75
O 3.90 -7.69 -15.13
H 3.08 -8.15 -15.35
H 4.11 -7.98 -14.25
O 2.93 -10.24 -14.42
H 2.76 -10.12 -15.35
H 2.11 -10.60 -14.07
O 0.17 -8.67 -15.13
H -0.34 -8.94 -14.36
H -0.46 -8.18 -15.66
O -0.20 -10.58 -15.97
H 0.19 -9.80 -15.57
H -1.00 -10.26 -16.38
O 2.13 -8.02 -18.80
H 2.88 -7.93 -18.22
H 2.42 -7.61 -19.62
O 4.85 -10.05 -15.97
H 4.05 -9.55 -15.79
H 4.54 -10.87 -16.36
*
```

**E_tot**: -840.3595 Eh
**Molar mass**: 198.165 g mol⁻¹
**Relative energy (zero: lowest compared OMol25 entry of this formula, charge and spin)**: 1366.8 kJ/mol
**Orbital gap**: 8.17 eV


Computed, not measured: an isolated molecule of C4H7NS at a distorted geometry, with ωB97M-V/def2-TZVPD.

Structure (ORCA input):
```
! wB97M-V def2-TZVPD RIJCOSX def2/J DEFGRID3
* xyz 0 1
C 1.53 1.95 0.09
C 1.18 0.84 -0.09
C 0.70 -0.46 -0.32
N 1.75 -1.44 -0.11
C -0.58 -0.77 0.44
S -2.02 0.19 -0.12
H 1.85 2.95 0.30
H 0.37 -0.56 -1.35
H 1.32 -2.34 -0.01
H 2.24 -1.26 0.74
H -0.46 -0.61 1.53
H -0.79 -1.84 0.27
H -1.44 1.25 0.39
*
```

**E_tot**: -609.4732 Eh
**Molar mass**: 101.174 g mol⁻¹
**SMILES string**: C#C[C@@H](N)CS
**Relative energy (zero: lowest compared OMol25 entry of this formula, charge and spin)**: 223.9 kJ/mol
**Orbital gap**: 10.03 eV